No. 1
DFT (ωB97M-V with the def2-TZVPD basis set) results for a cluster of 10 separate species, C56H54N2O34 in total in a non-equilibrium geometry.

Output
Orbital gap ... 7.5 eV
DFT total energy ... -131535.3089 eV
Net charge ... 0
Lowest unoccupied orbital energy ... -1.90 eV
HOMO ... -9.4 eV
SMILES string ... O=C1C=C(O)C(=O)C=C1O.O=C1C=C(O)C(=O)C=C1O.O=C1C=C(O)C(=O)C=C1O.O=C1C=C(O)C(=O)C=C1O.O=C1C=C(O)C(=O)C=C1O.O=C1C=C(O)C(=O)C=C1O.O=C1C=C(O)C(=O)C=C1O.O=C1C=C(O)C(=O)C=C1O.COC[C@H](C)N.COC[C@H](C)N

Element x y z (Å)
O1 10.17040 -29.09324 -11.08436
C1 11.30387 -28.72909 -11.21579
C2 12.01074 -27.74743 -10.37296
C3 13.30520 -27.45276 -10.82766
O2 14.06420 -26.47324 -10.35398
C4 13.99837 -28.26662 -11.90621
O3 15.16809 -27.85516 -12.05236
C5 13.28905 -29.17974 -12.73429
C6 12.00519 -29.32073 -12.44536
O4 11.17013 -30.12491 -13.05420
H1 11.59179 -27.32869 -9.45633
H2 14.91047 -26.59180 -10.78144
H3 13.83481 -29.70191 -13.56087
H4 10.39140 -30.01572 -12.58151
O5 15.62647 -18.21371 -13.97981
C7 14.69338 -17.87926 -13.19732
C8 14.41159 -18.39795 -11.87146
C9 13.47594 -17.69660 -11.17742
O6 13.12217 -18.19884 -9.97672
C10 12.62246 -16.52422 -11.75153
O7 11.76763 -16.11908 -10.99685
C11 12.89183 -16.07787 -13.06623
C12 13.85206 -16.70105 -13.78106
O8 14.15094 -16.46460 -15.06324
H5 14.92963 -19.21721 -11.45204
H6 12.41824 -17.60571 -9.67831
H7 12.20384 -15.41539 -13.59674
H8 14.90687 -17.05197 -15.16835
O9 6.93903 -23.23664 -5.87153
C13 6.77710 -22.14676 -6.50939
C14 5.66846 -21.73462 -7.23036
C15 5.62539 -20.56766 -7.86681
O10 4.50132 -20.13929 -8.43654
C16 6.79438 -19.61338 -7.92922
O11 6.57295 -18.59002 -8.55418
C17 7.88871 -19.99806 -7.14985
C18 7.93208 -21.12149 -6.36741
O12 8.91952 -21.38498 -5.56669
H9 4.78244 -22.39114 -7.09472
H10 4.71413 -19.27621 -8.87538
H11 8.82713 -19.49172 -7.12806
H12 8.75137 -22.30753 -5.32045
O13 5.59370 -24.29321 -14.47279
C19 6.78325 -24.42549 -14.23561
C20 7.53080 -23.68940 -13.27207
C21 8.79461 -24.01514 -13.00908
O14 9.47506 -23.53365 -12.00910
C22 9.45821 -25.18084 -13.78917
O15 10.64662 -25.40156 -13.50372
C23 8.73522 -25.89068 -14.80039
C24 7.48804 -25.59103 -14.98471
O16 6.64637 -26.13945 -15.83797
H13 6.97518 -22.95898 -12.51669
H14 10.39601 -23.89300 -11.96043
H15 9.21527 -26.68123 -15.37904
H16 5.80043 -25.61143 -15.83914
O17 9.73131 -23.70425 -8.87361
C25 8.63681 -23.32719 -9.24407
C26 7.46171 -24.16902 -9.23324
C27 6.39523 -23.61411 -9.74690
O18 5.27171 -24.34203 -9.82262
C28 6.24626 -22.23701 -10.28141
O19 5.15380 -21.97046 -10.70839
C29 7.45540 -21.37226 -10.27083
C30 8.56437 -21.91888 -9.74726
O20 9.69937 -21.32762 -9.70618
H17 7.49001 -25.16582 -8.81880
H18 4.56820 -23.85133 -10.33172
H19 7.40093 -20.39734 -10.81994
H20 10.42556 -21.86125 -9.22214
O21 6.04494 -17.52216 -14.17476
C31 6.43059 -18.60170 -14.64743
C32 5.99979 -19.21121 -15.83258
C33 6.63625 -20.32974 -16.24169
O22 6.31884 -20.96836 -17.31330
C34 7.81953 -20.94186 -15.42987
O23 8.40229 -21.73878 -16.12010
C35 8.07657 -20.45621 -14.11022
C36 7.43879 -19.34990 -13.78118
O24 7.56728 -18.81410 -12.58968
H21 5.18091 -18.80827 -16.44137
H22 7.07422 -21.62312 -17.50553
H23 8.85849 -20.92694 -13.50533
H24 7.12333 -17.93703 -12.57310
O25 7.66189 -16.25605 -11.52510
C37 8.19010 -16.13868 -10.47134
C38 9.23713 -17.03499 -9.93665
C39 9.78587 -16.74221 -8.79612
O26 10.81502 -17.45400 -8.29506
C40 9.41106 -15.65074 -7.93295
O27 10.01429 -15.50192 -6.85578
C41 8.50042 -14.61515 -8.49160
C42 7.90451 -14.83676 -9.68745
O28 7.05362 -14.02352 -10.32332
H25 9.67589 -17.79601 -10.58387
H26 10.83316 -17.39107 -7.31158
H27 8.22816 -13.70288 -7.90823
H28 6.99350 -14.20587 -11.25035
O29 10.89847 -18.66880 -12.85494
C43 10.99532 -18.43809 -14.10779
C44 11.99933 -19.08413 -14.87165
C45 11.91903 -19.03484 -16.20948
O30 12.68099 -19.69301 -17.09678
C46 10.80231 -18.15673 -16.86720
O31 10.74368 -18.26777 -18.03199
C47 9.98027 -17.30777 -16.05265
C48 10.03728 -17.47175 -14.73781
O32 9.19692 -16.87512 -13.88396
H29 12.76295 -19.67614 -14.32399
H30 12.30732 -19.48131 -17.95869
H31 9.30749 -16.63639 -16.57235
H32 9.52720 -17.05224 -12.99849
C49 19.88305 -22.90639 -17.23432
O33 18.56233 -23.10665 -16.82291
C50 18.09926 -22.51551 -15.64536
C51 16.76866 -23.15162 -15.23343
C52 16.24495 -22.41349 -14.03035
N1 16.92212 -24.60039 -14.95698
H33 19.78899 -23.08934 -18.25845
H34 20.66024 -23.49132 -16.73466
H35 20.16698 -21.85662 -17.02234
H36 18.77333 -22.74361 -14.74608
H37 17.98331 -21.40487 -15.78341
H38 16.11165 -22.90263 -16.08772
H39 16.65734 -22.92153 -13.14089
H40 15.19457 -22.67319 -13.91036
H41 16.41468 -21.32491 -14.04195
H42 16.12745 -25.14678 -14.80997
H43 17.27887 -25.02647 -15.79205
C53 12.32258 -22.29552 -7.48166
O34 12.29484 -22.38058 -8.87161
C54 13.47126 -22.62926 -9.63103
C55 12.95720 -23.02471 -11.03562
C56 12.38736 -21.81456 -11.86201
N2 11.90702 -24.01159 -10.89661
H44 12.66123 -23.25684 -7.01313
H45 11.24978 -22.02768 -7.22699
H46 13.06672 -21.50410 -7.09619
H47 14.11098 -21.81354 -9.60729
H48 13.95517 -23.57031 -9.30776
H49 13.82812 -23.37642 -11.60782
H50 11.99821 -22.11345 -12.78819
H51 13.19794 -21.16207 -12.04957
H52 11.62908 -21.21916 -11.33417
H53 11.47803 -24.12740 -10.03128
H54 12.21792 -24.90796 -11.31708

Atomic partial charges in e from the Löwdin method, atoms 1 to 2:
1 O 0.120
2 C -0.311


No. 2
DFT (ωB97M-V with the def2-TZVPD basis set) results for a cluster of 12 separate species, C58H130O29S5 in total in a non-equilibrium geometry.

Output
Orbital gap ... 9.6 eV
DFT total energy ... -175792.4832 eV
Net charge ... 0
Lowest unoccupied orbital energy ... 0.43 eV
HOMO ... -9.2 eV
SMILES string ... O=S1(=O)CCCC1.O=S1(=O)CCCC1.O=S1(=O)CCCC1.O=S1(=O)CCCC1.O=S1(=O)CCCC1.COCCOCCOC.COCCOCCOC.COCCOCCOC.COCCOCCOC.COCCOCCOC.COCCOC.COCCOC

Element x y z (Å)
O1 -18.13035 10.48893 22.41135
S1 -17.10935 11.21959 23.12592
O2 -16.46166 10.57197 24.20703
C1 -15.92459 11.88410 21.93052
C2 -15.75754 13.39294 22.21819
C3 -17.24080 13.84595 22.64128
C4 -17.65515 12.73074 23.67477
H1 -16.47907 11.70735 21.02885
H2 -15.03331 11.23164 21.91738
H3 -15.01991 13.77168 22.92273
H4 -15.59531 13.97647 21.29297
H5 -17.87690 13.76001 21.77758
H6 -17.32032 14.81421 23.16583
H7 -18.67694 12.75478 23.98345
H8 -17.13841 12.81938 24.66410
O3 -6.03236 8.98438 24.22333
S2 -7.12064 9.95682 24.11652
O4 -7.02124 11.17013 23.26230
C5 -8.60433 9.11906 23.68610
C6 -9.50942 9.02523 24.96888
C7 -8.62736 9.25372 26.18453
C8 -7.65978 10.31411 25.84077
H9 -8.24673 8.11672 23.33245
H10 -8.99804 9.64442 22.78827
H11 -10.09715 9.92668 24.87115
H12 -10.12742 8.15024 24.91545
H13 -8.20741 8.31934 26.44151
H14 -9.28291 9.57956 26.95130
H15 -6.75126 10.43628 26.42627
H16 -8.20956 11.30187 25.74916
O5 -14.08166 9.31962 20.32781
S3 -13.84033 10.21570 19.20434
O6 -14.04352 11.63584 19.42850
C9 -12.16877 10.05953 18.49437
C10 -12.33716 9.43493 17.08430
C11 -13.73598 9.72663 16.53535
C12 -14.66870 9.70441 17.74570
H17 -11.69338 9.36200 19.16735
H18 -11.77942 11.05952 18.50549
H19 -11.58486 9.88639 16.40040
H20 -12.21666 8.37683 17.16949
H21 -14.09031 9.06956 15.77769
H22 -13.70063 10.74870 16.06645
H23 -15.10367 8.71909 17.89792
H24 -15.50519 10.38071 17.63996
O7 -9.58569 14.90295 20.92708
S4 -10.23361 13.65172 20.76542
O8 -10.36660 13.06467 19.43683
C13 -9.51190 12.53570 21.95116
C14 -10.34946 12.76859 23.19498
C15 -11.83640 12.78776 22.74924
C16 -11.86137 13.71135 21.52559
H25 -8.48424 12.86252 22.03024
H26 -9.61239 11.50620 21.50220
H27 -10.16718 12.00409 23.93863
H28 -10.10877 13.75809 23.61400
H29 -12.62679 13.12082 23.47600
H30 -12.15935 11.76087 22.45827
H31 -11.85136 14.77367 21.83728
H32 -12.64090 13.58905 20.74158
O9 -9.32935 9.80235 17.70899
S5 -8.12480 10.16837 18.50963
O10 -8.10050 9.99608 19.94012
C17 -6.64685 9.45765 17.78914
C18 -5.80321 10.67086 17.22989
C19 -6.80611 11.83612 17.05400
C20 -7.75303 11.84847 18.20127
H33 -7.01232 8.73599 17.05922
H34 -6.01783 9.01369 18.52882
H35 -5.10790 10.98135 17.97006
H36 -5.16076 10.40143 16.44228
H37 -7.33883 11.64648 16.07508
H38 -6.34729 12.80060 16.98601
H39 -8.65155 12.42299 18.00093
H40 -7.25300 12.19790 19.10761
C21 -16.38274 16.97543 20.20255
O11 -16.74952 17.33188 21.45352
C22 -18.15030 17.38289 21.60572
C23 -18.52378 17.97107 22.92085
O12 -18.56169 16.93637 23.85666
C24 -19.34132 17.22089 25.02500
C25 -19.28397 16.03183 25.96230
O13 -20.06504 14.98759 25.46664
C26 -20.14895 13.90922 26.35305
H41 -16.89007 17.61504 19.46304
H42 -16.57616 15.90465 20.07511
H43 -15.29600 17.08264 20.16145
H44 -18.73454 16.50709 21.45308
H45 -18.52148 17.97144 20.76517
H46 -19.54464 18.32374 22.76468
H47 -17.79086 18.70819 23.18966
H48 -20.33889 17.37557 24.61997
H49 -19.03136 18.18964 25.45786
H50 -19.68635 16.44225 26.91776
H51 -18.30377 15.59652 26.21148
H52 -20.94816 14.12130 27.09908
H53 -19.16252 13.75923 26.82695
H54 -20.30615 13.04538 25.78166
C27 -11.28294 8.27391 21.33736
O14 -11.31849 7.99240 22.74405
C28 -12.65317 7.90199 23.20961
C29 -13.29712 9.27564 23.26352
O15 -12.75884 10.08671 24.31678
C30 -13.41197 10.00738 25.60739
C31 -12.43000 10.91222 26.41557
O16 -12.98331 11.20024 27.69617
C32 -12.13080 11.93693 28.56861
H55 -11.70274 7.46714 20.64919
H56 -10.18166 8.49027 21.10841
H57 -11.74608 9.18840 21.05761
H58 -12.61686 7.43408 24.24781
H59 -13.25264 7.19422 22.59173
H60 -14.39940 9.24747 23.35140
H61 -13.02426 9.75770 22.33400
H62 -13.43204 9.00770 26.01880
H63 -14.42897 10.45497 25.60201
H64 -12.18794 11.81807 25.86589
H65 -11.53952 10.31108 26.41613
H66 -12.28727 11.52945 29.55361
H67 -12.48249 12.98015 28.51837
H68 -11.07649 11.78892 28.34428
C33 -5.09980 11.70433 20.87672
O17 -5.63224 12.94906 20.50041
C34 -4.63030 13.89474 20.35428
C35 -5.35934 15.13233 19.93479
O18 -5.81383 14.89671 18.61474
C36 -6.86542 15.73987 18.33417
C37 -7.19883 15.65373 16.78690
O19 -8.42816 16.23811 16.52855
C38 -8.79342 16.28607 15.13190
H69 -4.27512 11.38518 20.19620
H70 -5.82383 10.95361 20.78029
H71 -4.65795 11.65205 21.95128
H72 -3.85503 13.54881 19.62590
H73 -4.06089 14.09634 21.31253
H74 -4.74471 16.07116 19.97977
H75 -6.11937 15.32725 20.62227
H76 -6.57475 16.78968 18.62348
H77 -7.76677 15.49390 18.91464
H78 -7.16938 14.62991 16.47603
H79 -6.46861 16.24240 16.16603
H80 -8.93124 15.27843 14.80366
H81 -7.90627 16.64939 14.51000
H82 -9.69361 16.86244 15.01719
C39 -4.54965 11.87215 27.88243
O20 -5.73363 12.27206 28.55963
C40 -5.70587 13.58568 29.19263
C41 -6.18740 14.81949 28.43567
O21 -7.57122 14.61883 28.15666
C42 -8.05250 15.64387 27.34614
C43 -9.47512 15.39279 26.92675
O22 -9.78290 16.31210 25.94029
C44 -11.17698 16.10841 25.68612
H83 -4.48430 10.76318 27.96459
H84 -3.62633 12.46125 28.18597
H85 -4.68647 11.95031 26.78717
H86 -4.69698 13.82689 29.56730
H87 -6.31909 13.49392 30.12606
H88 -5.58793 15.04317 27.55084
H89 -6.06144 15.66444 29.12586
H90 -7.50760 15.81501 26.43219
H91 -7.90267 16.59238 27.79557
H92 -10.22778 15.58640 27.73517
H93 -9.43099 14.31426 26.65345
H94 -11.37914 15.08649 25.19339
H95 -11.62657 16.85536 25.01051
H96 -11.71372 16.19509 26.60610
C45 -3.14063 16.72579 25.36738
O23 -3.86462 15.54769 25.67758
C46 -4.12960 14.58135 24.69951
C47 -5.56350 14.41965 24.18737
O24 -5.89542 15.41767 23.30066
C48 -7.30832 15.88819 23.28114
C49 -7.23514 17.36718 23.07081
O25 -7.00426 17.55033 21.66846
C50 -6.99494 18.91494 21.37164
H97 -3.59835 17.51024 24.73627
H98 -2.20892 16.54348 24.78315
H99 -2.86159 17.16681 26.28048
H100 -3.93227 13.56570 25.11677
H101 -3.40775 14.74220 23.86737
H102 -6.13646 14.51540 25.14738
H103 -5.80534 13.42481 23.76489
H104 -7.67462 15.74801 24.29505
H105 -7.84360 15.42969 22.47155
H106 -6.43663 17.85152 23.60957
H107 -8.14267 17.77320 23.36427
H108 -6.96919 19.07302 20.28324
H109 -6.09571 19.43809 21.72069
H110 -7.78071 19.51755 21.81421
C51 -11.34652 19.91227 17.30052
O26 -10.97127 18.83307 18.10079
C52 -11.72028 17.63236 17.84379
C53 -11.24718 16.54512 18.80457
O27 -11.85548 16.54186 20.08393
C54 -11.68455 17.80064 20.75068
H111 -11.09454 19.75114 16.29115
H112 -10.79323 20.80719 17.64907
H113 -12.39522 20.10643 17.40154
H114 -11.69248 17.35548 16.80504
H115 -12.78842 17.78949 18.05604
H116 -10.14872 16.77631 18.81734
H117 -11.36233 15.54664 18.45000
H118 -11.89649 17.64164 21.84130
H119 -12.44402 18.51265 20.42837
H120 -10.63785 18.15631 20.66713
C55 -16.21251 12.49892 27.62489
O28 -16.21668 13.76524 26.97955
C56 -14.97561 14.09771 26.44518
C57 -15.29033 15.39892 25.67782
O29 -14.32021 15.52450 24.72298
C58 -14.52839 16.57076 23.79538
H121 -17.30459 12.23033 27.56903
H122 -15.78953 12.52371 28.66243
H123 -15.59225 11.79509 27.05511
H124 -14.49952 13.35615 25.80548
H125 -14.28014 14.42734 27.28026
H126 -15.39359 16.23980 26.36499
H127 -16.28409 15.27337 25.15840
H128 -14.62498 17.57061 24.29247
H129 -15.43768 16.47574 23.17453
H130 -13.64568 16.58099 23.12609

Atomic partial charges in e from the Löwdin method, atoms 1 to 2:
1 O -0.313
2 S 0.625


- Look up the lowest unoccupied orbital energy of the second one.
  0.43 eV


- What is the formula in the first record?
  C56H54N2O34